No. 1
Density functional theory data (ωB97M-V/def2-TZVPD) for 2 unconnected molecules or ions with the total composition C2H5N3S.

Positions of all 11 atoms, in Å:
C1 0.890 0.319 0.188
C2 -3.026 0.206 0.011
H1 4.026 -0.655 -0.138
H2 3.151 1.239 0.687
H3 0.791 1.476 0.739
H4 -3.805 0.876 -0.364
H5 -3.267 -0.941 0.395
N1 3.081 0.373 -0.168
N2 1.931 -0.468 -0.129
N3 -1.812 0.593 -0.244
S1 -0.655 -0.540 0.080

Its energy relative to the best compared isomer or geometry (same formula, charge and spin) is 6.549 eV. As for the LUMO energy: 0.3545 eV.

No. 2
Density functional theory data (ωB97M-V/def2-TZVPD) for a molecular structure, C11H13LuN3O5P.

Positions of all 34 atoms, in Å:
O1 -3.210 -0.632 -0.086
C1 -2.087 -0.411 -0.038
Lu1 0.446 0.084 -0.140
O2 0.002 0.011 3.353
C2 -0.011 0.004 2.185
C3 -0.029 -0.012 -2.389
O3 1.053 0.094 -2.913
C4 -0.431 2.176 -0.304
O4 -0.684 3.301 -0.434
C5 0.425 -2.181 -0.285
O5 0.618 -3.319 -0.411
H1 -1.122 -0.120 -2.685
C6 4.928 2.206 1.609
N1 3.596 1.982 2.238
C7 3.601 0.709 3.004
N2 4.085 -0.460 2.226
C8 5.400 -0.148 1.597
N3 5.362 1.072 0.770
C9 4.506 0.908 -0.434
P1 2.868 0.578 0.083
C10 2.506 2.009 1.234
C11 3.086 -0.895 1.221
H2 5.642 2.323 2.429
H3 4.876 3.110 0.991
H4 2.584 0.504 3.366
H5 4.301 0.845 3.834
H6 5.698 -0.997 0.970
H7 6.105 0.010 2.417
H8 4.466 1.827 -1.017
H9 4.823 0.049 -1.026
H10 1.521 1.993 1.729
H11 2.573 2.918 0.607
H12 3.495 -1.705 0.588
H13 2.171 -1.262 1.716

Its energy relative to the best compared isomer or geometry (same formula, charge and spin) is 1.968 eV. As for the LUMO energy (alpha / beta): -9.6903 / -9.6901 eV. The charge is +2.

No. 3
Density functional theory data (ωB97M-V/def2-TZVPD) for 2 unconnected molecules or ions with the total composition C48H63BN3O.

Positions of all 116 atoms, in Å:
C1 -3.666 -4.028 2.428
C2 -2.796 -4.793 1.447
C3 -2.829 -6.278 1.864
C4 -3.340 -4.699 0.020
C5 -1.346 -4.255 1.484
C6 -0.265 -5.091 1.796
C7 1.030 -4.724 1.407
C8 1.274 -3.485 0.822
C9 0.229 -2.581 0.571
C10 0.622 -1.355 -0.295
C11 -0.508 -0.405 -0.685
C12 1.258 -1.919 -1.571
C13 1.667 -0.583 0.525
C14 -1.036 -2.916 1.089
N1 -1.986 -1.816 1.291
C15 -2.086 -0.958 2.378
B1 -0.830 -0.565 3.065
H1 -1.131 0.090 5.136
N2 -3.074 -0.027 2.108
C16 -3.291 1.061 3.028
C17 -3.065 2.409 2.607
C18 -3.442 3.044 1.228
C19 -3.158 4.574 1.259
C20 -4.953 2.858 0.990
C21 -2.594 2.486 0.099
C22 -2.510 3.245 3.560
C23 -2.478 2.887 4.898
C24 -3.202 1.769 5.288
C25 -3.597 0.779 4.384
C26 -4.256 -0.515 4.929
C27 -3.243 -1.613 5.230
C28 -5.383 -0.979 4.003
C29 -4.909 -0.179 6.274
C30 -3.712 -0.455 0.968
C31 -3.022 -1.487 0.440
H2 -3.787 -3.004 2.115
H3 -4.657 -4.472 2.491
H4 -3.229 -4.045 3.428
H5 -2.164 -6.894 1.225
H6 -2.553 -6.398 2.929
H7 -3.865 -6.638 1.729
H8 -2.665 -5.228 -0.661
H9 -4.331 -5.155 -0.037
H10 -3.410 -3.667 -0.320
H11 -0.464 -6.082 2.221
H12 1.860 -5.422 1.550
H13 2.271 -3.245 0.458
H14 -0.079 0.335 -1.387
H15 -0.888 0.145 0.189
H16 -1.315 -0.947 -1.218
H17 2.162 -2.496 -1.363
H18 0.542 -2.551 -2.101
H19 1.507 -1.078 -2.217
H20 2.542 -1.220 0.741
H21 2.001 0.286 -0.053
H22 1.252 -0.230 1.484
H23 -0.175 -1.441 3.542
H24 -0.322 0.512 2.859
H25 -2.078 4.795 1.393
H26 -3.470 5.019 0.300
H27 -3.739 5.081 2.051
H28 -5.227 1.806 1.148
H29 -5.489 3.491 1.716
H30 -5.217 3.186 -0.026
H31 -2.866 1.460 -0.126
H32 -2.734 3.091 -0.809
H33 -1.532 2.511 0.371
H34 -2.079 4.193 3.289
H35 -1.897 3.482 5.597
H36 -3.169 1.436 6.306
H37 -2.388 -1.199 5.803
H38 -3.756 -2.360 5.865
H39 -2.848 -2.082 4.317
H40 -6.095 -0.158 3.832
H41 -4.995 -1.329 3.041
H42 -5.926 -1.795 4.493
H43 -5.566 0.701 6.196
H44 -5.517 -1.029 6.589
H45 -4.157 -0.023 7.060
H46 -4.520 0.121 0.555
H47 -3.094 -1.831 -0.565
C32 5.074 3.422 6.507
O1 4.346 3.170 5.292
C33 3.354 2.248 5.164
C34 3.374 0.993 5.828
C35 2.190 0.285 6.016
C36 0.951 0.782 5.499
C37 -0.420 0.439 5.953
C38 -0.604 0.184 7.417
C39 -1.520 0.959 8.298
C40 -2.334 2.079 8.191
C41 -3.274 2.441 9.178
C42 -3.015 2.049 10.514
C43 -1.971 1.130 10.787
C44 -1.275 0.625 9.667
N3 -0.160 -0.181 9.663
C45 0.607 -0.402 10.867
C46 0.212 -0.453 8.370
C47 0.984 1.922 4.656
C48 2.144 2.629 4.502
H48 5.497 4.392 6.346
H49 4.407 3.442 7.362
H50 5.809 2.644 6.618
H51 4.297 0.601 6.254
H52 2.224 -0.679 6.586
H53 -1.276 1.039 5.498
H54 -2.288 2.710 7.318
H55 -4.072 3.197 8.972
H56 -3.674 2.392 11.326
H57 -1.696 0.857 11.837
H58 -0.042 -0.758 11.661
H59 1.405 -1.122 10.701
H60 1.118 0.500 11.208
H61 1.011 -1.111 8.210
H62 0.050 2.249 4.146
H63 2.120 3.542 3.946

As for the LUMO energy: -3.4332 eV. The charge is +1.

no.,E_tot (eV),M (g/mol)
1,-17454.56324,103.2
2,-69213.50069,473.2
3,-57981.11344,708.9